1.
{
  "formula": "C3H10FNP",
  "method": "ωB97M-V/def2-TZVPD",
  "orbital_gap_ev": [10.40, 3.80],
  "multiplicity": 1,
  "homo_ev": [-14.50, -12.06],
  "de_lowest_ev": 4.355,
  "total_charge": 1,
  "max_force_ev_per_a": 2.778,
  "e_tot_ha": -615.8687,
  "elements": ["C", "C", "C", "N", "F", "P", "H", "H", "H", "H", "H", "H", "H", "H", "H", "H"],
  "xyz": [[3.159, -1.451, -0.777], [-0.613, 1.862, -0.746], [-1.970, -0.397, 0.242], [-2.262, -1.618, 0.939], [0.305, -0.688, -1.292], [-0.028, 0.199, 0.056], [3.154, -1.647, 0.278], [2.614, -2.114, -1.364], [-0.694, 1.528, -1.866], [-1.671, 2.113, -0.410], [0.053, 2.708, -0.637], [-2.323, -0.368, -0.793], [-2.330, 0.528, 0.824], [-3.125, -1.629, 1.492], [-2.122, -2.549, 0.622], [3.865, -0.770, -1.092]],
  "forces_ev_per_a": [[-0.5, -0.5, 2.2], [-1.0, -2.1, -1.5], [-0.2, -0.3, 2.4], [-1.0, 2.1, 0.0], [-0.4, 1.1, 1.3], [-1.4, 0.2, -2.2], [-0.1, 0.0, 0.3], [-0.7, -0.7, -1.2], [0.2, 0.9, 1.9], [1.5, -0.2, -0.2], [0.2, 0.0, 0.1], [0.6, 0.0, -0.3], [0.1, -1.8, -0.7], [0.7, 0.5, 0.2], [0.7, -0.4, -1.1], [1.2, 1.3, -1.1]]
}


2.
{
  "formula": "C3H10IN2",
  "method": "ωB97M-V/def2-TZVPD",
  "orbital_gap_ev": 9.62,
  "multiplicity": 1,
  "homo_ev": -13.89,
  "de_lowest_ev": 1.028,
  "total_charge": 1,
  "max_force_ev_per_a": 4.987,
  "e_tot_ha": -527.2193,
  "elements": ["C", "C", "C", "N", "N", "I", "H", "H", "H", "H", "H", "H", "H", "H", "H", "H"],
  "xyz": [[0.603, 1.817, 0.257], [0.244, 0.535, -0.569], [-0.626, -0.442, 0.251], [-0.183, -0.659, 1.502], [-0.472, -1.826, -0.637], [-2.821, 0.095, -0.041], [-0.358, 2.497, 0.437], [0.949, 1.417, 1.137], [1.338, 2.528, -0.205], [1.180, 0.147, -0.767], [-0.113, 0.588, -1.599], [-0.713, -1.053, 2.270], [0.628, -0.168, 1.765], [-1.473, -1.943, -0.878], [-0.054, -2.736, -0.230], [0.056, -1.594, -1.482]],
  "forces_ev_per_a": [[-3.3, 2.4, -2.9], [-1.1, 1.5, 0.7], [0.4, 0.0, -1.4], [-0.7, -0.6, 0.9], [-0.9, -1.0, 0.1], [1.2, -0.4, 0.4], [1.9, -1.6, -0.1], [1.0, 0.0, 2.2], [-0.5, -1.2, 0.2], [2.3, -1.7, 0.1], [-0.7, 0.8, 0.3], [-0.1, 0.1, -0.5], [0.8, 0.4, 0.5], [0.7, -0.8, -0.3], [-0.9, 2.1, -0.2], [-0.2, -0.2, 0.0]]
}


3.
{
  "formula": "C3H10N",
  "method": "ωB97M-V/def2-TZVPD",
  "orbital_gap_ev": 11.40,
  "multiplicity": 1,
  "homo_ev": -16.06,
  "de_lowest_ev": 4.723,
  "total_charge": 1,
  "max_force_ev_per_a": 4.962,
  "e_tot_ha": -174.6380,
  "elements": ["C", "C", "C", "N", "H", "H", "H", "H", "H", "H", "H", "H", "H", "H"],
  "xyz": [[-0.081, -0.799, 1.254], [0.413, -0.034, -0.079], [-0.059, -0.706, -1.406], [-0.150, 1.861, -0.073], [0.442, -0.613, 2.182], [-1.151, -0.695, 1.492], [0.098, -1.879, 1.106], [1.442, 0.111, 0.020], [-0.969, -0.364, -1.841], [-0.233, -2.042, -0.906], [0.685, -0.920, -2.182], [-1.193, 1.807, 0.064], [0.851, 1.877, -0.416], [-0.095, 2.395, 0.783]],
  "forces_ev_per_a": [[-0.3, 0.3, -1.0], [-3.0, -1.7, 1.6], [0.7, -4.0, 2.8], [1.0, -2.3, 2.3], [0.5, 0.8, -0.1], [0.3, 0.1, -0.5], [-0.1, 0.5, -0.3], [1.7, 0.5, -0.2], [-0.8, 0.2, 0.0], [0.1, 4.3, -1.8], [0.1, 0.8, 0.4], [1.0, -0.3, -2.8], [-2.5, 1.0, -1.4], [1.2, -0.1, 1.1]]
}


4.
{
  "formula": "C3H10N",
  "method": "ωB97M-V/def2-TZVPD",
  "orbital_gap_ev": 9.66,
  "multiplicity": 1,
  "homo_ev": -13.86,
  "de_lowest_ev": 1.120,
  "total_charge": 1,
  "max_force_ev_per_a": 0.859,
  "e_tot_ha": -174.7704,
  "elements": ["N", "H", "H", "H", "H", "C", "C", "C", "H", "H", "H", "H", "H", "H"],
  "xyz": [[2.204, -0.375, 0.395], [1.574, -0.766, 1.099], [2.225, -1.048, -0.376], [3.150, -0.246, 0.764], [1.791, 0.508, 0.073], [-1.720, -0.294, -1.090], [-0.967, -0.049, 0.184], [-0.666, 1.152, 0.680], [-1.277, -1.131, -1.640], [-1.689, 0.571, -1.744], [-2.740, -0.598, -0.858], [-0.729, -0.962, 0.741], [-0.105, 1.213, 1.609], [-1.050, 2.024, 0.166]],
  "forces_ev_per_a": [[0.0, -0.3, -0.1], [0.1, 0.1, 0.2], [0.1, 0.2, -0.1], [-0.1, 0.0, 0.0], [-0.1, 0.0, 0.0], [0.4, -0.3, 0.1], [-0.1, -0.1, -0.1], [0.0, -0.8, -0.2], [0.0, 0.1, 0.1], [-0.3, 0.1, 0.0], [-0.2, 0.1, -0.1], [0.1, 0.2, 0.1], [-0.3, 0.4, 0.1], [0.4, 0.3, 0.2]]
}


5.
{
  "formula": "C3H10N",
  "method": "ωB97M-V/def2-TZVPD",
  "orbital_gap_ev": 12.96,
  "multiplicity": 1,
  "homo_ev": -16.77,
  "de_lowest_ev": 0.517,
  "total_charge": 1,
  "max_force_ev_per_a": 3.359,
  "e_tot_ha": -174.7926,
  "elements": ["C", "C", "C", "N", "H", "H", "H", "H", "H", "H", "H", "H", "H", "H"],
  "xyz": [[0.866, -1.059, -0.190], [0.034, -0.002, 0.494], [-1.450, -0.266, 0.076], [0.546, 1.339, -0.074], [0.606, -1.216, -1.251], [1.986, -0.885, -0.089], [0.580, -2.006, 0.317], [0.383, 0.038, 1.505], [-1.582, 0.019, -0.981], [-2.163, 0.417, 0.638], [-1.760, -1.271, 0.220], [-0.057, 2.165, 0.259], [0.724, 1.278, -1.113], [1.492, 1.406, 0.275]],
  "forces_ev_per_a": [[1.1, -1.0, 0.2], [-0.3, -0.6, -2.4], [-0.1, 3.2, 1.1], [-0.9, 0.5, -0.3], [0.1, 0.3, 0.3], [-1.3, -0.4, -0.1], [0.6, 0.4, -0.3], [-0.8, 0.0, 0.9], [0.2, -0.3, 0.2], [0.8, -0.9, -0.5], [0.0, -0.9, 0.2], [1.3, -1.3, -1.0], [-1.0, 0.4, 1.1], [0.3, 0.6, 0.5]]
}


6.
{
  "formula": "C3H10N2",
  "method": "ωB97M-V/def2-TZVPD",
  "orbital_gap_ev": 8.73,
  "multiplicity": 1,
  "homo_ev": -7.60,
  "de_lowest_ev": 3.619,
  "total_charge": 0,
  "max_force_ev_per_a": 5.397,
  "e_tot_ha": -229.6763,
  "elements": ["C", "C", "C", "N", "N", "H", "H", "H", "H", "H", "H", "H", "H", "H", "H"],
  "xyz": [[-1.937, -0.094, -0.023], [1.703, 0.784, 0.055], [-0.586, 0.288, -0.572], [0.714, -1.293, 0.572], [0.437, 0.061, 0.270], [-2.473, 0.794, 0.124], [-2.397, -0.914, -0.547], [-1.629, -0.491, 0.990], [1.970, 1.432, 0.909], [2.574, 0.078, -0.192], [1.587, 1.290, -0.835], [-0.324, -0.268, -2.024], [-0.638, 1.376, -0.865], [1.178, -1.312, 1.514], [-0.179, -1.732, 0.624]],
  "forces_ev_per_a": [[2.1, -2.1, 1.4], [0.8, -2.1, 1.0], [-0.7, 1.2, -5.2], [1.1, -0.3, 0.7], [2.9, 0.8, 1.7], [-1.4, 0.8, 0.0], [-0.6, 0.2, -0.3], [-1.1, 0.4, -0.7], [-0.2, -0.3, -0.5], [-1.3, 0.6, 0.7], [-0.2, 1.8, -1.8], [-0.7, 0.9, 3.2], [0.5, -1.2, 0.4], [-0.9, -0.1, -1.1], [-0.5, -0.7, 0.4]]
}


7.
{
  "formula": "C3H10N2",
  "method": "ωB97M-V/def2-TZVPD",
  "orbital_gap_ev": 9.32,
  "multiplicity": 1,
  "homo_ev": -8.25,
  "de_lowest_ev": 4.008,
  "total_charge": 0,
  "max_force_ev_per_a": 4.865,
  "e_tot_ha": -229.6620,
  "elements": ["C", "C", "C", "N", "N", "H", "H", "H", "H", "H", "H", "H", "H", "H", "H"],
  "xyz": [[-0.880, 0.340, -0.158], [0.609, 0.975, -1.056], [-0.878, -1.711, 1.105], [-1.049, -1.054, -0.182], [1.742, 0.992, -0.165], [0.054, -0.636, -0.569], [1.644, 1.694, 0.557], [2.620, 1.138, -0.649], [-1.686, 0.839, -0.699], [-0.729, 0.848, 0.808], [0.249, 1.955, -1.398], [0.831, 0.372, -1.941], [-1.664, -2.464, 1.183], [-0.954, -1.068, 1.997], [0.090, -2.219, 1.164]],
  "forces_ev_per_a": [[0.6, 4.7, -1.1], [-2.2, 0.2, 1.1], [0.1, -0.6, 0.3], [4.3, 0.2, -1.1], [0.0, -0.2, 0.1], [-2.5, -4.1, 0.7], [0.0, 0.0, -0.1], [-0.1, 0.0, 0.1], [0.0, 0.4, 0.0], [-0.1, -0.3, 0.0], [0.1, 0.0, 0.0], [-0.2, -0.2, 0.1], [0.1, -0.1, 0.1], [-0.1, 0.2, -0.4], [-0.2, -0.1, 0.1]]
}


8.
{
  "formula": "C3H10N2O",
  "method": "ωB97M-V/def2-TZVPD",
  "orbital_gap_ev": 9.87,
  "multiplicity": 1,
  "homo_ev": -9.05,
  "de_lowest_ev": 2.250,
  "total_charge": 0,
  "max_force_ev_per_a": 1.860,
  "e_tot_ha": -304.9920,
  "elements": ["C", "C", "O", "H", "H", "H", "H", "N", "C", "N", "H", "H", "H", "H", "H", "H"],
  "xyz": [[2.228, -0.416, 0.440], [2.148, 0.507, -0.499], [3.189, 1.143, -1.120], [1.354, -0.892, 0.849], [3.192, -0.805, 0.742], [1.266, 0.890, -0.997], [3.950, 0.605, -1.368], [-1.673, -1.093, 1.004], [-2.416, 0.069, 0.512], [-1.836, 0.887, -0.517], [-0.659, -1.098, 1.037], [-1.782, -1.810, 0.283], [-2.658, 0.676, 1.391], [-3.375, -0.346, 0.211], [-2.092, 0.691, -1.473], [-0.835, 0.992, -0.494]],
  "forces_ev_per_a": [[0.2, -0.3, -0.2], [0.3, 0.1, -0.9], [0.4, 0.3, -0.3], [-0.1, 0.1, 0.0], [0.0, 0.1, 0.2], [-0.5, -0.2, 0.7], [-0.2, -0.2, 0.5], [-0.1, -1.5, -1.0], [0.4, -0.1, 1.0], [-0.1, 0.5, -0.6], [0.0, 1.2, 0.3], [-0.3, -0.1, 0.3], [0.3, 0.2, -0.1], [-0.1, 0.2, -0.4], [-0.2, -0.3, 0.1], [0.0, 0.0, 0.4]]
}